74
Properties=species:S:1:pos:R:3:forces:R:3:lowdin_charge:R:1 method="wB97M-V/def2-TZVPD" lumo_ev="-5.763 / -5.812" homo_lumo_gap_ev="6.431 / 6.382" total_charge=+1 de_lowest_ev=4.280 spin_multiplicity=6 e_homo_ha="-0.4481 / -0.4481"
Mn 3.5504 40.7844 0.4081 -1.216 -2.592 0.213 1.29
C 1.4641 37.2925 1.3069 0.663 -0.471 -0.272 -0.05
C 1.2327 38.6576 0.6979 -1.245 0.046 -0.082 -0.38
O 2.2248 39.5789 1.0413 1.172 1.613 -0.252 -0.37
H 0.7032 36.5680 1.0084 -0.131 0.183 -0.079 0.07
H 1.4980 37.2854 2.3950 -0.020 0.286 0.017 0.06
H 2.4229 36.8927 0.9572 0.017 -0.037 0.085 0.07
H 0.2426 39.0033 1.0333 0.194 0.182 0.222 0.09
H 1.0769 38.6036 -0.3890 0.422 -0.166 -0.047 0.11
C 3.6402 36.4137 -4.0636 0.110 0.272 -0.063 -0.01
C 3.6117 36.6241 -2.5579 -0.078 -1.772 -1.722 -0.31
C 4.7293 35.9597 -1.7875 -0.357 -0.385 0.655 -0.03
O 4.9515 36.9318 -0.7341 0.277 0.278 0.492 0.11
C 4.4106 38.0833 -1.0735 0.581 -0.647 -1.179 -0.54
O 4.5894 39.1170 -0.4612 -0.069 0.960 0.396 0.04
O 3.7711 38.0054 -2.2366 -0.361 0.622 0.844 0.13
H 4.6322 36.5283 -4.5006 -0.022 0.451 0.065 0.09
H 2.9179 37.1212 -4.4701 0.207 0.004 -0.362 0.10
H 3.3230 35.4187 -4.3761 -0.194 -0.076 0.441 0.10
H 2.6383 36.2273 -2.2599 -0.045 0.601 0.627 0.16
H 5.6462 35.7395 -2.3328 0.090 0.545 -0.048 0.15
H 4.4235 35.0340 -1.3049 -0.090 0.053 0.008 0.15
C -2.8726 34.1679 -0.2844 -0.374 0.860 -0.296 -0.02
C -1.9997 35.2001 0.4270 -1.135 -0.363 -1.304 -0.31
C -2.2171 36.6202 -0.1380 0.227 -0.211 0.060 -0.09
O -2.8888 37.3034 0.9138 0.585 0.069 0.034 0.05
C -2.8645 36.5561 2.0486 -0.526 0.510 -0.398 -0.55
O -3.2434 36.9753 3.0913 0.234 -0.271 0.225 0.19
O -2.4317 35.3134 1.7811 0.753 -0.131 0.353 0.10
H -3.0313 33.2894 0.3336 0.145 -0.182 -0.205 0.09
H -2.4770 33.9604 -1.2804 0.330 -0.414 0.218 0.09
H -3.8331 34.6336 -0.5244 -0.176 -0.159 0.426 0.09
H -0.9634 34.8837 0.3064 0.148 0.143 0.760 0.14
H -2.8530 36.6849 -1.0177 0.066 -0.234 -0.075 0.14
H -1.2466 37.0631 -0.3771 -0.169 0.433 0.150 0.11
C 3.9353 35.0170 4.2685 -1.042 0.458 -0.399 -0.02
C 3.3565 34.7564 5.6391 -0.904 -1.037 0.145 -0.33
C 4.2856 34.2168 6.7356 0.235 0.134 -1.170 -0.09
O 4.2324 35.2206 7.7326 0.060 -0.115 0.614 0.08
C 3.3322 36.1817 7.4255 0.178 0.097 -0.803 -0.55
O 3.0896 37.1515 8.0589 0.035 -0.110 0.351 0.18
O 2.7797 35.9295 6.2081 0.461 0.367 0.139 0.07
H 4.6121 35.8694 4.2380 0.222 -0.155 0.109 0.09
H 3.0531 35.2682 3.6687 0.215 0.290 -0.180 0.07
H 4.3364 34.1419 3.7598 0.329 -0.117 0.447 0.09
H 2.4852 34.1049 5.5337 0.265 -0.328 -0.188 0.15
H 5.2892 34.1082 6.3184 0.189 0.312 0.373 0.13
H 4.0010 33.2211 7.0710 -0.277 0.247 0.500 0.13
C -0.0539 41.2748 4.7736 0.721 -0.025 -1.010 -0.01
C -0.4915 39.8904 4.3118 -0.890 0.531 0.590 -0.29
C 0.1619 38.6896 5.0074 0.162 -0.322 -0.356 -0.07
O -0.9176 38.0019 5.6287 0.298 0.063 0.175 0.08
C -2.0591 38.7089 5.5162 0.061 0.414 0.674 -0.58
O -3.0510 38.4863 6.1170 -0.386 -0.281 -0.153 0.19
O -1.8728 39.7896 4.7270 0.214 -0.337 -0.324 0.05
H -0.8822 41.9611 4.6102 -0.052 0.021 0.279 0.09
H 0.7472 41.6286 4.1137 0.126 -0.026 0.159 0.08
H 0.3214 41.3134 5.7931 -0.281 -0.079 0.122 0.09
H -0.4994 39.8420 3.2229 0.199 -0.199 -0.025 0.11
H 0.9209 39.0214 5.7177 -0.241 -0.141 0.328 0.13
H 0.6301 37.9494 4.3613 0.090 0.272 -0.309 0.11
C -3.3831 40.3887 1.9435 0.334 0.290 1.067 -0.01
C -2.9357 41.0683 0.6736 0.735 -0.480 0.941 -0.27
C -1.4383 41.3573 0.6282 1.042 0.335 0.486 -0.10
O -1.0342 40.9713 -0.6934 -0.110 0.371 0.274 0.05
C -1.9845 40.1460 -1.1892 0.246 -0.521 0.327 -0.58
O -1.8268 39.4782 -2.1592 -0.052 -0.072 -0.407 0.15
O -3.0470 40.0891 -0.3792 -0.419 0.779 -0.486 0.10
H -3.3764 41.0598 2.8088 -0.168 0.334 -0.280 0.10
H -2.6698 39.6310 2.2685 -0.137 -0.294 -0.437 0.06
H -4.3737 39.9447 1.9016 -0.007 0.017 -0.293 0.10
H -3.4481 42.0174 0.5062 -0.527 -0.410 -0.614 0.16
H -0.8258 40.8059 1.3502 -0.405 -0.533 -0.082 0.09
H -1.1175 42.3794 0.8369 -0.530 0.250 -0.490 0.14